Molecular formula: C54H48MnN7O8S3
Method: DFT, ωB97M-V/def2-TZVPD

Summary:
**Energy relative to the best compared isomer or geometry (same formula, charge and spin)**: 0.861 eV
**HOMO energy (alpha / beta)**: -9.6 / -9.0 eV
**Kohn-Sham gap (alpha / beta)**: 7.07 / 6.57 eV

```
! RIJCOSX wB97M-V def2-TZVPD def2/J DEFGRID3
* xyz 1 2
Mn -0.42929 0.19429 0.06066
C 0.82820 -0.84605 -2.11926
C 0.43277 0.28560 -2.83504
C 1.27205 1.38576 -2.90193
C 2.50480 1.36559 -2.24963
C 2.89205 0.24970 -1.53190
C 2.05254 -0.85921 -1.46871
H 0.24267 -1.74571 -2.16763
H -0.50377 0.28363 -3.37791
H 0.96364 2.25855 -3.46695
H 3.16078 2.22815 -2.30158
H 3.84900 0.23260 -1.02361
H 2.36782 -1.74748 -0.93373
N -0.47533 -1.17755 1.47098
S -0.94134 -1.89257 2.61771
N -1.75750 -3.32394 2.27108
S -3.13684 -3.39490 1.62499
N -3.59721 -2.36814 0.55957
S -2.74839 -1.89351 -0.80054
N -1.81634 -0.80167 -0.80561
C -2.00632 -3.39313 -1.41141
C -2.69198 -4.31587 -2.19250
C -2.00373 -5.42180 -2.67435
C -0.65839 -5.59269 -2.36769
C 0.00490 -4.67243 -1.56623
C -0.66759 -3.56020 -1.08214
C -4.10613 -1.54818 -1.89578
C -5.28570 -1.03240 -1.37951
C -6.22192 -0.48957 -2.24900
C -5.96882 -0.46039 -3.61329
C -4.77554 -0.96997 -4.11685
C -3.82997 -1.50815 -3.25774
C -3.23464 -5.06730 1.05309
C -4.43202 -5.44869 0.45992
C -4.58863 -6.76586 0.06377
C -3.55663 -7.67578 0.26352
C -2.37251 -7.27658 0.86209
C -2.20420 -5.95910 1.27450
C -4.46550 -3.34994 2.79369
C -5.69534 -2.81699 2.45574
C -6.71470 -2.84513 3.39555
C -6.49536 -3.40789 4.64469
C -5.25949 -3.95486 4.96046
C -4.23196 -3.93262 4.02855
C 0.37867 -2.55129 3.57839
C 1.48142 -1.71053 3.64788
C 2.55361 -2.10603 4.43536
C 2.50915 -3.31359 5.12327
C 1.39926 -4.14791 5.02712
C 0.31557 -3.76757 4.25056
C -1.97257 -1.12519 3.87035
C -3.10972 -0.45351 3.45078
C -3.99642 0.01722 4.40690
C -3.73773 -0.15341 5.76131
C -2.57342 -0.78542 6.17016
C -1.68517 -1.27985 5.22552
H -3.74206 -4.17446 -2.42434
H -2.51753 -6.14423 -3.29843
H -0.12273 -6.44936 -2.76105
H 1.05178 -4.81492 -1.32583
H -0.17936 -2.82194 -0.45216
H -5.45757 -1.06328 -0.30858
H -7.14768 -0.08044 -1.86040
H -6.69869 -0.03043 -4.28910
H -4.57102 -0.92904 -5.18060
H -2.88330 -1.87937 -3.63659
H -5.22213 -4.71815 0.31220
H -5.51630 -7.08373 -0.39784
H -3.68026 -8.70619 -0.05050
H -1.57320 -7.99233 1.01547
H -1.28966 -5.61658 1.74508
H -5.83928 -2.37751 1.47576
H -7.68213 -2.41971 3.15450
H -7.29357 -3.42407 5.37696
H -5.09254 -4.40253 5.93309
H -3.25715 -4.35308 4.25338
H 1.49563 -0.77476 3.08930
H 3.42420 -1.46380 4.50912
H 3.34985 -3.61117 5.73903
H 1.37829 -5.09155 5.55946
H -0.55977 -4.39795 4.15255
H -3.29226 -0.32563 2.38787
H -4.91225 0.51048 4.09887
H -4.44560 0.20978 6.49773
H -2.35563 -0.90133 7.22681
H -0.77249 -1.76554 5.54438
O -1.08933 2.30438 2.53181
C -1.91923 2.37658 1.65163
O -1.97285 1.76398 0.50243
C -3.09074 3.37156 1.83439
N -4.06095 3.07667 0.70459
C -4.34631 4.35207 -0.02480
C -3.04471 5.11427 0.15367
C -2.67381 4.83204 1.61333
H -3.53406 3.21357 2.80668
H -4.89216 2.57434 0.99389
H -3.41283 2.40739 0.16286
H -5.16968 4.86873 0.46647
H -4.61005 4.14227 -1.05794
H -3.15223 6.17377 -0.06634
H -2.29810 4.69560 -0.50995
H -3.24060 5.48996 2.27353
H -1.61433 4.96851 1.82565
O 2.65850 1.80243 2.12973
C 1.81230 1.95855 1.25802
O 1.08167 1.02769 0.78708
C 1.69865 3.36473 0.66777
C 0.98717 3.66148 -0.48453
C 0.98310 4.95710 -0.97114
C 1.64713 5.98322 -0.33819
C 2.33688 5.66619 0.80725
C 2.38533 4.38317 1.31254
N 3.04279 6.76257 1.52645
O 3.66668 6.46711 2.52032
O 2.94547 7.88413 1.06967
N 0.21355 5.26967 -2.19994
O 0.16328 6.41958 -2.55623
O -0.33590 4.35846 -2.77234
H 0.44904 2.91161 -1.02258
H 1.63148 6.99074 -0.72510
H 2.95546 4.15804 2.20520
*
```

***

Molecular formula: C5H6N3O3S
Method: DFT, ωB97M-V/def2-TZVPD

Summary:
**Energy relative to the best compared isomer or geometry (same formula, charge and spin)**: 0.156 eV
**HOMO energy**: -3.7 eV
**SMILES string**: CN(C)N1C(=O)S/C(=N\[O-])C1=O
**Kohn-Sham gap**: 7.06 eV

```
! RIJCOSX wB97M-V def2-TZVPD def2/J DEFGRID3
* xyz -1 1
C -2.32547 0.09872 1.10757
C -1.54674 0.22855 -0.24509
C 0.17343 0.59482 1.40209
C 1.05948 -1.40356 -0.63956
C 1.85788 0.88431 -1.19538
N -3.55551 -0.29572 1.13352
N -0.21492 0.54614 0.08551
N 0.71179 0.04941 -0.91674
O -1.93948 0.17640 -1.36830
O 1.32427 0.76287 1.76408
O -4.17345 -0.37035 2.21568
S -1.22025 0.58566 2.43149
H 0.21671 -1.75650 -0.15970
H 1.30922 -1.77880 -1.63543
H 1.99602 -1.46604 -0.09314
H 2.49571 0.71579 -0.39890
H 2.27113 0.53594 -2.04258
H 1.56018 1.89235 -1.44512
*
```

***

Molecular formula: C24H18AsF5N3OOsS4Sb
Method: DFT, ωB97M-V/def2-TZVPD

Summary:
**HOMO energy**: -7.8 eV
**Kohn-Sham gap**: 6.51 eV

```
! RIJCOSX wB97M-V def2-TZVPD def2/J DEFGRID3
* xyz 0 1
Os -0.60095 -0.71849 0.13750
C -3.26478 -0.43852 -2.17008
C -2.37417 0.76343 -2.06695
C -2.61157 1.79721 -2.98128
C -1.86720 2.94837 -2.95207
C -0.90505 3.07731 -1.95800
C -0.69055 2.03324 -1.08528
N -1.38794 0.87623 -1.16095
Sb 0.64363 2.57172 0.51674
C -0.87380 2.01780 1.92405
C -1.20765 2.83089 2.98701
C -2.33617 2.52115 3.73459
C -3.12901 1.48548 3.30058
C -2.75942 0.71106 2.19800
C -3.77185 -0.27110 1.68992
N -1.57508 0.91700 1.58616
C 1.78386 0.87056 1.14470
C 3.08614 1.16961 1.48408
C 3.90128 0.16452 1.98448
C 3.36039 -1.09018 2.11366
C 2.03501 -1.35991 1.74983
C 1.58612 -2.78079 1.91112
N 1.24729 -0.36041 1.28454
H -4.25336 -0.10980 -2.48999
H -2.88154 -1.13125 -2.92042
H -3.35737 -1.00863 -1.25325
H -3.39648 1.65757 -3.71137
H -2.03709 3.74104 -3.66850
H -0.31755 3.98197 -1.87121
H -0.60443 3.69984 3.21332
H -2.61471 3.11054 4.59824
H -4.06797 1.25977 3.78773
H -4.74395 0.22543 1.67408
H -3.54231 -0.64072 0.69943
H -3.85387 -1.14400 2.33733
H 3.46053 2.17523 1.34327
H 4.93087 0.35890 2.25411
H 3.95656 -1.91090 2.48499
H 2.46735 -3.40895 2.02727
H 0.96114 -2.90500 2.79375
H 1.02125 -3.14576 1.06040
S -4.01663 -3.64081 -0.08682
As -1.97772 -3.78140 0.25814
S -1.34478 -2.09698 1.69678
S -0.96855 -2.37599 -1.27262
S -0.88591 -5.47983 0.64038
F 5.70028 -1.10593 -3.65623
C 4.53218 -0.86139 -3.05215
C 3.90949 -1.83430 -2.29636
F 4.48459 -3.03109 -2.15799
C 2.69846 -1.58529 -1.67109
F 2.16609 -2.57063 -0.93294
C 2.03904 -0.35351 -1.77636
O 0.91554 -0.00714 -1.21390
C 2.72094 0.61428 -2.54039
F 2.17147 1.84305 -2.63104
C 3.92510 0.37841 -3.16548
F 4.51486 1.34711 -3.87342
*
```

***

Molecular formula: C6H11NO2
Method: DFT, ωB97M-V/def2-TZVPD

Summary:
**Energy relative to the best compared isomer or geometry (same formula, charge and spin)**: 7.287 eV
**HOMO energy (alpha / beta)**: -6.3 / -6.3 eV
**Kohn-Sham gap (alpha / beta)**: 7.06 / 7.06 eV

```
! RIJCOSX wB97M-V def2-TZVPD def2/J DEFGRID3
* xyz 0 1
C 0.22444 0.45119 0.51925
C 0.28112 -0.71425 -0.17785
C -0.14682 -0.77866 1.27315
C 2.32143 -0.88751 0.05071
C -2.69756 0.16054 -1.58568
C -1.62046 0.86112 -0.76299
N 0.73038 1.68903 0.74348
O 2.80423 -1.54506 1.17656
O -1.56504 2.07892 -0.83673
H 2.85810 -0.91088 1.90461
H 0.11867 -1.20495 -1.11845
H 0.42861 2.12832 1.60362
H 0.59820 2.30925 -0.05520
H -1.19649 -0.93425 1.50527
H 0.53256 -1.18745 2.01606
H 2.80292 0.07598 -0.11618
H 2.45773 -1.53056 -0.81466
H -2.96078 0.73691 -2.48163
H -3.59407 0.04654 -0.96497
H -2.37717 -0.84422 -1.87837
*
```

***

Molecular formula: C52H52N6O2PV
Method: DFT, ωB97M-V/def2-TZVPD

Summary:
**Energy relative to the best compared isomer or geometry (same formula, charge and spin)**: 0.000 eV
**HOMO energy (alpha / beta)**: -13.3 / -13.3 eV
**Kohn-Sham gap (alpha / beta)**: 7.47 / 7.64 eV

```
! RIJCOSX wB97M-V def2-TZVPD def2/J DEFGRID3
* xyz 2 3
V 0.03900 -0.50831 0.18301
C -4.05739 2.87038 2.94994
C -4.72917 3.14308 1.59973
C -6.10211 3.38550 1.48974
C -6.69546 3.67622 0.26087
C -5.91187 3.75772 -0.88359
C -4.54190 3.51125 -0.82841
C -3.99098 3.20942 0.40403
N -2.59160 2.83488 0.40533
C -2.11033 1.58555 0.25119
N -3.04245 0.61579 0.00918
C -2.90700 -0.75077 0.38958
C -1.65993 -1.34755 0.43551
C -1.60138 -2.72796 0.70564
C -2.74458 -3.49303 0.94685
C -3.98339 -2.85221 1.00868
C -4.08016 -1.51675 0.62378
C -5.43264 -0.87355 0.52640
N -0.80825 1.29333 0.31944
C 0.14746 2.34393 0.44608
C 0.24148 2.96303 1.69548
C 0.75088 4.25375 1.80868
C 1.25904 4.88871 0.65377
C 1.31082 4.24143 -0.57055
C 0.70871 2.96807 -0.68745
C 0.62833 2.32682 -2.03622
H -4.79410 2.86188 3.75112
H -3.31870 3.65620 3.16835
H -3.52996 1.87052 2.95790
H -6.69358 3.29622 2.42051
H -7.77569 3.82493 0.17979
H -6.39393 3.97632 -1.84229
H -3.92678 3.58929 -1.74171
H -1.87964 3.54562 0.53262
H -4.00199 0.97960 -0.12079
H -0.65848 -3.28988 0.58424
H -2.65210 -4.55195 1.00477
H -4.88491 -3.40155 1.22107
H -6.18174 -1.65748 0.64369
H -5.57363 -0.38836 -0.46682
H -5.60367 -0.10862 1.29421
H -0.23218 2.45260 2.53066
H 0.60391 4.80857 2.72687
H 1.59181 5.93123 0.80054
H 1.88554 4.59087 -1.44227
H 0.08155 2.95000 -2.79834
H 0.15797 1.34715 -1.97590
H 1.64841 2.13323 -2.47847
C -0.71457 -1.39115 4.33100
C 0.31214 -0.44377 3.74493
C 0.93056 0.37685 4.85932
C 1.44207 -1.11802 2.92993
C 1.94398 -2.48573 3.42523
O 2.58218 -3.12175 2.26421
C 1.94891 -2.58074 1.20732
N 1.13589 -1.55320 1.49682
C 2.19235 -3.38618 -0.02038
C 3.07020 -4.48765 0.13924
C 3.15733 -5.47684 -0.82108
C 2.42993 -5.39398 -1.98447
C 1.66880 -4.20108 -2.24142
C 1.58700 -3.19911 -1.29351
P 0.80031 -1.64498 -1.81971
C 1.85633 -1.24182 -3.29117
C 3.17832 -1.75956 -3.42058
C 4.01727 -1.36345 -4.45224
C 3.63423 -0.37659 -5.36313
C 2.31613 0.09847 -5.27075
C 1.43029 -0.32719 -4.28607
C -0.77514 -2.14593 -2.60651
C -1.27194 -3.47073 -2.60629
C -2.37032 -3.72801 -3.44191
C -3.05749 -2.69627 -4.10993
C -2.62936 -1.36403 -3.97928
C -1.48095 -1.09181 -3.20347
H -1.41322 -0.86486 4.98949
H -0.24219 -2.13820 4.97905
H -1.28773 -1.95544 3.57153
H -0.20623 0.22998 3.01602
H 1.65562 -0.20073 5.43027
H 0.19875 0.71121 5.58440
H 1.46345 1.29023 4.51800
H 2.28102 -0.38657 2.81312
H 1.11472 -3.13001 3.78602
H 2.70969 -2.37836 4.18652
H 3.61260 -4.54963 1.07186
H 3.73967 -6.35555 -0.59081
H 2.48954 -6.16945 -2.73445
H 1.15645 -4.05657 -3.18266
H 3.57012 -2.54860 -2.76719
H 4.99092 -1.79431 -4.48530
H 4.30366 -0.06762 -6.18952
H 1.95982 0.76727 -6.06486
H 0.38454 -0.08427 -4.37183
H -0.81398 -4.23902 -1.99132
H -2.71587 -4.74751 -3.50083
H -3.88164 -2.89743 -4.77062
H -3.09571 -0.51865 -4.48418
H -1.10970 -0.07559 -3.05313
N 4.76016 4.25684 1.93419
C 5.70650 3.27773 1.53040
O 6.90201 3.42935 1.69271
C 5.09876 2.02489 0.94776
C 5.95024 1.08955 0.32911
C 5.40774 -0.05807 -0.23444
C 4.03445 -0.23066 -0.22849
N 3.24026 0.65559 0.33773
C 3.75853 1.74524 0.96508
H 5.26998 5.11530 2.13461
H 4.11602 4.44917 1.15200
H 6.99166 1.31847 0.32975
H 6.02925 -0.80383 -0.71806
H 3.55479 -1.11682 -0.65343
H 3.01760 2.36601 1.47903
*
```

***

Molecular formula: C4H10N2OS
Method: DFT, ωB97M-V/def2-TZVPD

Summary:
**Energy relative to the best compared isomer or geometry (same formula, charge and spin)**: 1.993 eV
**HOMO energy**: -9.2 eV
**SMILES string**: [H]/N=C(/NS)[C@H](C)OC
**Kohn-Sham gap**: 9.97 eV

```
! RIJCOSX wB97M-V def2-TZVPD def2/J DEFGRID3
* xyz 0 1
C -1.50826 -1.58947 -1.04801
C -1.12268 0.23956 0.39178
C -0.96441 0.53923 1.90876
C -0.12216 0.98999 -0.50287
H -2.54654 -1.26858 -1.21641
H -1.57405 -2.70249 -1.02298
H -0.85270 -1.19051 -1.88689
H -2.11824 0.58112 0.06111
H -0.84866 1.61952 2.14527
H -0.08419 0.06486 2.27205
H -1.85093 0.07272 2.39162
H -1.28036 2.42972 -0.79794
H 1.75512 1.09087 -1.18448
H 1.78266 -1.70368 -0.31271
N -0.32302 2.13688 -0.96997
N 1.11498 0.43849 -0.71239
O -0.98861 -1.14265 0.19618
S 2.01801 -0.55974 0.32878
*
```

***

Taking the records one at a time from the top gives electronic energy values of -147395.9201, -26728.7825, -158468.7798, -11978.9815, -102768.2993, -20171.9304 eV.